{
  "formula": "C18H39F2NO13",
  "method": "the ωB97M-V functional and the def2-TZVPD basis",
  "species": ["N", "H", "H", "H", "H", "O", "H", "C", "C", "O", "C", "O", "O", "F", "H", "H", "H", "C", "C", "O", "C", "O", "O", "F", "H", "H", "H", "C", "O", "C", "C", "O", "C", "C", "O", "C", "H", "H", "H", "H", "H", "H", "H", "H", "H", "H", "H", "H", "H", "H", "C", "O", "C", "C", "O", "C", "C", "O", "C", "H", "H", "H", "H", "H", "H", "H", "H", "H", "H", "H", "H", "H", "H"],
  "positions_angstrom": [[2.046197, -3.236926, -1.097523], [2.520558, -4.071900, -1.404407], [1.129041, -3.214666, -1.376854], [2.454768, -2.310260, -1.308078], [2.103489, -3.030450, -0.114206], [0.263579, -0.795259, -1.024576], [-0.396804, -0.251319, -0.452874], [-2.849057, -2.063091, -1.521847], [-2.481424, -1.800263, -2.970320], [-3.160704, -0.616886, -3.163626], [-3.878689, -0.277186, -2.159385], [-4.680298, 0.821029, -2.178626], [-3.765491, -1.090797, -1.195468], [-2.726731, -2.831359, -3.737511], [-1.976167, -1.753545, -0.898901], [-3.385312, -3.021231, -1.262239], [-1.406987, -1.835285, -3.023642], [2.429751, 1.033383, -2.874310], [2.028372, 1.897949, -1.739818], [1.719363, 3.159805, -2.316757], [2.115543, 3.145161, -3.618777], [1.938885, 4.034603, -4.444435], [2.603236, 1.955674, -3.919904], [3.182349, 1.966943, -0.968391], [1.470444, 0.457536, -3.298196], [3.212710, 0.504806, -2.541048], [1.362127, 1.465526, -1.158500], [-1.896470, 0.862546, 1.942894], [-2.571336, 1.822295, 2.782757], [-2.837167, 1.190389, 4.033528], [-3.670448, 2.153642, 4.934902], [-4.570294, 2.628665, 4.098784], [-5.532942, 3.542904, 4.650106], [-6.372707, 4.024318, 3.479254], [-5.654438, 4.951741, 2.625087], [-6.490369, 5.887639, 2.081603], [-1.098347, 0.363075, 2.462373], [-1.557373, 1.331143, 1.093675], [-2.640358, 0.118621, 1.590597], [-2.164310, 0.912504, 4.839959], [-3.681383, 0.511714, 3.848796], [-2.929004, 2.698772, 5.292441], [-4.122067, 1.596400, 5.746296], [-5.095507, 4.522230, 5.022539], [-6.196191, 3.241432, 5.388564], [-7.283543, 4.487434, 3.865423], [-6.719813, 3.217443, 3.004956], [-7.489826, 5.602367, 1.613052], [-5.914551, 6.610488, 1.482603], [-6.722340, 6.621620, 2.962015], [2.284284, -0.882009, 2.021645], [3.660805, -1.312552, 1.601548], [4.032321, -0.563574, 0.443393], [5.277528, -1.206921, -0.416083], [4.984354, -2.282463, -0.971637], [5.976399, -2.949869, -1.609348], [5.445836, -3.774792, -2.722205], [4.547061, -4.837503, -2.323710], [3.912224, -5.469149, -3.536397], [2.329115, 0.096334, 2.668636], [1.671176, -1.588042, 2.395087], [2.022521, -0.142926, 1.227364], [4.314548, 0.487572, 0.759985], [3.349661, -0.584403, -0.146071], [5.902730, -1.369613, 0.245414], [5.532874, -0.560093, -1.341059], [6.358848, -3.582553, -0.764008], [6.701240, -2.209189, -1.995655], [6.302630, -4.296481, -3.326059], [5.153917, -3.237053, -3.543548], [4.771379, -5.857400, -4.273717], [3.539409, -4.766010, -4.129401], [3.267171, -6.252684, -3.336161]],
  "forces_ev_per_angstrom": [[2.3, 1.8, 1.1], [1.0, 0.0, -0.1], [-3.2, 0.5, -0.7], [0.1, -0.5, -1.4], [-0.4, -1.0, 1.3], [-1.2, 0.8, 1.2], [1.9, -1.5, -1.4], [1.1, -1.6, 1.8], [1.9, -0.4, 3.5], [1.7, 0.0, -4.3], [-6.8, 8.7, 0.0], [4.8, -6.5, 0.2], [-1.9, 0.4, 2.3], [-2.4, -1.8, -2.5], [-0.1, -1.3, -0.4], [1.3, 0.6, -0.5], [0.7, 1.9, -0.1], [-6.8, 0.7, -2.7], [3.3, 1.9, -2.3], [0.1, -0.6, 0.8], [-1.1, 2.1, -2.1], [0.6, -1.9, 2.5], [2.0, -0.1, -1.2], [0.3, 1.0, 0.5], [2.3, 0.3, 1.7], [3.1, -2.2, 0.2], [-3.9, -1.3, 2.7], [-2.2, -0.7, 1.4], [1.9, -1.1, 1.1], [-3.9, 0.7, 0.7], [0.2, -4.2, -1.5], [-3.7, 2.9, -0.5], [1.8, 3.0, -2.7], [1.2, 3.1, 1.8], [-0.2, -2.4, 0.5], [-1.3, 3.5, 1.5], [0.5, -0.2, 0.2], [0.9, 1.4, -1.8], [0.3, 0.1, 0.3], [1.6, -0.9, -1.2], [1.0, -1.2, -0.2], [2.7, 4.2, 1.9], [0.0, -0.5, 0.5], [0.3, -1.2, -0.1], [-0.9, -1.6, 1.6], [0.1, 0.5, 0.2], [-1.0, -3.2, -2.6], [1.5, -0.1, 0.4], [-0.1, -0.9, -0.5], [-0.5, -1.0, -1.2], [4.4, 6.8, -1.8], [-1.3, -0.4, 0.3], [9.7, 0.3, 5.9], [-5.4, 9.1, -2.2], [-6.1, -7.0, -3.3], [1.3, -1.5, 1.1], [2.4, -3.9, -0.6], [-1.3, 0.0, -1.5], [6.4, -0.8, 0.8], [0.6, -2.3, 0.5], [-1.9, -2.4, 0.8], [-1.4, -2.0, -0.5], [-0.3, -1.1, -0.6], [-8.7, 0.4, -7.1], [7.3, -0.5, 6.2], [0.3, 0.8, 2.2], [0.9, 0.1, -1.2], [0.2, -0.5, 0.0], [-0.6, 0.5, 1.6], [-2.1, 2.0, -1.6], [-1.4, 0.3, 1.9], [-2.3, 3.3, -2.1], [-1.1, -1.3, 1.0]],
  "homo_lumo_gap_ev": 7.645,
  "total_charge": 0,
  "max_force_ev_per_a": 11.3,
  "energy_ev": -52825.4165,
  "relative_energy_ev": 2.810,
  "e_homo_ev": -8.19
}